No. 1
ORCA calculation (wB97M-V/def2-TZVPD) on the molecule C3H6O2 at a distorted geometry.

Results
spin multiplicity = 1
net charge = 0
SMILES string = OC[C@@H]1CO1

Positions of all 11 atoms, in Å:
O1 -1.510 -0.813 0.038
C1 -1.077 0.507 0.053
C2 0.382 0.617 -0.059
C3 1.211 -0.474 -0.415
O2 0.960 -0.227 0.927
H1 -1.015 -1.335 0.722
H2 -1.286 0.974 1.010
H3 -1.648 1.059 -0.686
H4 0.798 1.584 -0.175
H5 2.246 -0.373 -0.724
H6 0.939 -1.519 -0.692



No. 2
ORCA calculation (wB97M-V/def2-TZVPD) on the molecule C3H6O2 at a distorted geometry.

Results
spin multiplicity = 1
net charge = 0

Positions of all 11 atoms, in Å:
O1 0.308 1.812 -0.246
C1 0.424 0.858 0.780
C2 -0.184 -0.451 0.346
C3 -0.475 -1.314 -1.714
O2 0.429 -0.806 -0.914
H1 0.690 1.418 -1.044
H2 1.464 0.707 1.098
H3 -0.157 1.227 1.629
H4 -0.114 -1.284 1.050
H5 -1.222 -0.256 0.067
H6 -1.164 -1.911 -1.052



No. 3
ORCA calculation (wB97M-V/def2-TZVPD) on the molecule C3H6O2 at a distorted geometry.

Results
spin multiplicity = 1
net charge = 0
SMILES string = C[C@@H](O)C=O

Positions of all 11 atoms, in Å:
C1 1.292 -0.366 0.024
C2 0.017 0.444 0.255
O1 -0.164 1.392 -0.764
C3 -1.243 -0.443 0.274
O2 -2.120 -0.207 -0.542
H1 2.151 0.310 -0.042
H2 1.463 -1.068 0.846
H3 1.228 -0.926 -0.915
H4 0.093 0.962 1.226
H5 -1.035 1.197 -1.165
H6 -1.682 -1.295 0.803



No. 4
ORCA calculation (wB97M-V/def2-TZVPD) on the molecule C3H6O2S at a distorted geometry.

Results
spin multiplicity = 1
net charge = 0
SMILES string = O=COCCS

Positions of all 12 atoms, in Å:
O1 -2.845 0.213 0.218
C1 -2.067 -0.650 -0.153
O2 -0.762 -0.478 -0.254
C2 -0.308 0.784 0.182
C3 1.122 0.977 -0.252
S1 2.226 -0.454 0.064
H1 -2.307 -1.657 -0.440
H2 -0.916 1.598 -0.289
H3 -0.448 0.786 1.239
H4 1.251 1.215 -1.300
H5 1.634 1.813 0.313
H6 1.547 -1.018 1.067



No. 5
ORCA calculation (wB97M-V/def2-TZVPD) on a structure of composition C3H6O2S at a distorted geometry.

Results
spin multiplicity = 1
net charge = 0

Positions of all 12 atoms, in Å:
C1 0.562 -0.231 1.069
C2 -0.391 0.642 0.298
C3 -1.539 0.152 -0.600
H1 1.357 0.937 -1.245
H2 1.155 0.158 1.934
H3 0.036 -1.201 1.465
H4 -1.121 -0.360 -1.534
H5 -2.224 1.098 -0.730
H6 -2.916 -0.622 0.511
O1 0.130 1.811 0.062
O2 -2.133 -1.026 0.044
S1 1.747 -0.604 -0.365



No. 6
ORCA calculation (wB97M-V/def2-TZVPD) on the molecule C3H6O2S at a distorted geometry.

Results
spin multiplicity = 1
net charge = 0
SMILES string = COC(=O)CS

Positions of all 12 atoms, in Å:
C1 1.926 -0.503 -0.284
O1 0.550 -0.494 0.117
C2 -0.140 0.675 0.030
O2 0.247 1.577 -0.657
C3 -1.509 0.522 0.710
S1 -2.643 -0.221 -0.495
H1 2.317 -1.543 -0.152
H2 2.554 0.222 0.264
H3 1.977 -0.229 -1.345
H4 -1.977 1.425 0.945
H5 -1.450 -0.153 1.542
H6 -1.852 -1.276 -0.675



E_LUMO
In order: 1.0; 0.2; 0.8; 0.8; -0.5; 0.8
Unit: eV
Energy relative to the best compared isomer or geometry (same formula, charge and spin)
In order: 232.8; 441.2; 142.4; 86.6; 395.0; 70.7
Unit: kJ/mol
HOMO-LUMO gap
In order: 11.295; 9.028; 11.182; 9.973; 8.761; 10.154
Unit: eV